[1]
Entry from the OMol25 dataset: a molecular structure, C3H10CuFNO2P at a distorted geometry (ωB97M-V/def2-TZVPD).

Positions of all 19 atoms, in Å:
1 C -0.77652 1.82135 -0.62388
2 C -0.41358 1.33386 0.76887
3 F 0.69786 2.08586 1.12846
4 P -0.01095 -0.57525 0.67021
5 C 0.41615 -2.40470 0.59332
6 O 1.63135 -0.02315 0.02601
7 N 2.21895 -0.81298 -0.89657
8 O 1.84518 -0.58171 -2.00315
9 H -1.89285 1.89618 -0.69374
10 H -0.32995 2.80019 -0.79647
11 H -0.36891 1.11490 -1.37555
12 H -1.18833 1.53143 1.49970
13 H 0.48682 -0.46200 2.01585
14 H -1.36099 -0.84110 1.15788
15 H -0.54127 -0.60791 -0.69585
16 H 0.31264 -2.78875 -0.41605
17 H -0.32802 -2.91401 1.19799
18 H 1.38451 -2.64039 1.01626
19 Cu -1.78212 2.06818 -2.57329

The calculation puts the calculated total energy at -65495.2615 eV. The HOMO energy is -7.5 eV. The calculation puts the energy above the lowest of the compared OMol25 structures with the same formula, charge and spin at 0.0 kJ/mol. The multiplicity is 1. The calculation puts the LUMO energy at -3.3 eV.

***

[2]
Entry from the OMol25 dataset: a molecular structure, C3H10INSi at a distorted geometry (ωB97M-V/def2-TZVPD).

Positions of all 16 atoms, in Å:
1 C 1.55270 -0.46881 1.07769
2 C 0.02794 -0.61643 -1.81878
3 C -0.34910 1.71308 0.02517
4 N -1.19505 -1.21867 0.66286
5 Si 0.03836 -0.16170 0.04873
6 I -3.14043 -1.16010 0.35918
7 H 1.65461 0.03404 2.01552
8 H 1.60635 -1.46489 1.31188
9 H 2.27481 -0.16632 0.35524
10 H 0.90655 -0.27693 -2.49216
11 H -0.27640 -1.69599 -1.98720
12 H -0.81123 -0.11284 -2.19610
13 H 0.22408 2.22722 0.73617
14 H -0.48945 2.24273 -0.87092
15 H -1.34594 1.79091 0.32320
16 H -0.67779 -0.66530 2.44951

The calculation puts the calculated total energy at -20737.6449 eV. The HOMO energy is -8.9 eV. The calculation puts the energy above the lowest of the compared OMol25 structures with the same formula, charge and spin at 374.8 kJ/mol. The multiplicity is 1. The calculation puts the LUMO energy at -1.6 eV.

***

[3]
Entry from the OMol25 dataset: a gas-phase ion, C3H10N (charge +1) at a distorted geometry (ωB97M-V/def2-TZVPD).

Positions of all 14 atoms, in Å:
1 C -0.66859 1.77849 0.36936
2 C -0.69437 0.25514 0.26101
3 C 0.61555 -0.26730 -0.32311
4 N 0.69395 -1.75746 -0.35185
5 H -0.48752 2.30393 -0.55679
6 H 0.10037 2.11459 1.07502
7 H -1.60900 2.08948 0.81785
8 H -1.53948 -0.03315 -0.37452
9 H -0.86545 -0.19214 1.25365
10 H 1.44692 0.10477 0.28074
11 H 0.73248 0.12550 -1.33315
12 H 1.36734 -2.07734 -1.05363
13 H -0.15470 -2.28148 -0.57617
14 H 1.06249 -2.16302 0.51160

The calculation puts the calculated total energy at -4756.6163 eV. The HOMO energy is -16.2 eV. The calculation puts the energy above the lowest of the compared OMol25 structures with the same formula, charge and spin at 24.0 kJ/mol. The multiplicity is 1. As for the total charge: +1. The calculation puts the LUMO energy at -3.9 eV.

***

[4]
Entry from the OMol25 dataset: 2 unconnected molecules or ions with the total composition C3H10N at a distorted geometry (ωB97M-V/def2-TZVPD).

Positions of all 14 atoms, in Å:
1 C -1.54536 -2.43413 -2.06035
2 H -0.84276 -1.66449 -2.48952
3 H -2.23162 -2.04174 -1.10753
4 H -2.07282 -2.70929 -2.96819
5 H -0.96135 -3.25521 -1.71139
6 C 0.77939 2.51519 1.05601
7 C 0.98542 -0.00549 1.64630
8 N 0.60037 1.00730 0.89499
9 H 0.02176 2.86193 0.38807
10 H 0.71900 2.76276 2.08664
11 H 1.79683 2.83628 0.75506
12 H 1.52901 0.36226 2.45191
13 H 0.85161 -0.93478 1.11421
14 H 0.37053 0.69941 -0.05622

The calculation puts the calculated total energy at -4754.4606 eV. The HOMO energy is -15.7 eV. The calculation puts the energy above the lowest of the compared OMol25 structures with the same formula, charge and spin at 232.0 kJ/mol. The multiplicity is 1. As for the total charge: +1. The calculation puts the LUMO energy at -5.8 eV.

***

[5]
Entry from the OMol25 dataset: 2 unconnected molecules or ions with the total composition C3H10N at a distorted geometry (ωB97M-V/def2-TZVPD).

Positions of all 14 atoms, in Å:
1 C 0.65978 2.66618 1.01389
2 H -0.42057 2.73149 1.02033
3 H 0.98485 3.08981 0.06136
4 H 0.96762 1.63405 1.03455
5 H 1.15479 3.20099 1.81630
6 C 0.53205 -1.69336 0.06277
7 C -1.57603 -1.18447 -1.03440
8 N -0.35630 -1.52084 -1.09493
9 H 1.32969 -0.99385 0.10749
10 H 0.87898 -2.71541 0.08813
11 H -0.06170 -1.44647 0.94614
12 H -2.03569 -1.01214 -0.07568
13 H -2.15244 -1.11081 -1.94872
14 H 0.09497 -1.64519 -1.99725

The calculation puts the calculated total energy at -4755.5202 eV. The HOMO energy is -16.1 eV. The calculation puts the energy above the lowest of the compared OMol25 structures with the same formula, charge and spin at 129.8 kJ/mol. The multiplicity is 1. As for the total charge: +1. The calculation puts the LUMO energy at -5.5 eV.

***

[6]
Entry from the OMol25 dataset: 2 unconnected molecules or ions with the total composition C3H10N2 at a distorted geometry (ωB97M-V/def2-TZVPD).

Positions of all 15 atoms, in Å:
1 C 2.93006 -0.43181 0.27010
2 N 3.16364 0.36829 -0.70199
3 H 3.23566 -1.48360 0.29064
4 H 2.26843 0.04130 1.15378
5 H 2.42683 1.09736 -0.91150
6 C -1.95580 0.92807 -0.39143
7 C -1.53715 -0.40699 0.02459
8 N -0.16209 -0.49541 0.25061
9 H -1.33391 1.38679 -1.24112
10 H -3.03335 0.96419 -0.69797
11 H -2.20850 1.75120 0.35798
12 H -2.06348 -0.74236 0.89938
13 H -1.79326 -1.13465 -0.77655
14 H 0.03146 -0.29989 1.28713
15 H 0.03146 -1.54249 0.18635

The calculation puts the calculated total energy at -6249.3546 eV. The HOMO energy (spin up / spin down) is 1.4 / -2.4 eV. The calculation puts the energy above the lowest of the compared OMol25 structures with the same formula, charge and spin at 255.7 kJ/mol. The multiplicity is 2. As for the total charge: -1. The calculation puts the LUMO energy (spin up / spin down) at 3.7 / 3.6 eV.

***

[7]
Entry from the OMol25 dataset: 2 unconnected molecules or ions with the total composition C3H10N2 at a distorted geometry (ωB97M-V/def2-TZVPD).

Positions of all 15 atoms, in Å:
1 H 3.21109 1.20772 3.95143
2 N 3.61944 1.23772 3.01289
3 C 3.37442 0.13153 2.42043
4 N 3.65496 0.00791 1.08400
5 H 3.23444 -0.83990 2.90693
6 H 3.18574 -0.66647 0.50207
7 H 4.01300 0.86760 0.70968
8 C -3.24484 -0.72003 -1.21028
9 C -2.75313 0.21879 -2.36088
10 H -4.06202 -0.16664 -0.74796
11 H -3.68970 -1.54566 -1.75714
12 H -2.47384 -1.01575 -0.50889
13 H -3.65417 0.41803 -2.94564
14 H -2.05628 -0.31840 -3.00165
15 H -2.35911 1.18356 -2.05498

The calculation puts the calculated total energy at -6252.7484 eV. The HOMO energy is -9.2 eV. The calculation puts the energy above the lowest of the compared OMol25 structures with the same formula, charge and spin at 65.6 kJ/mol. The multiplicity is 1. The calculation puts the LUMO energy at 0.9 eV.

***

[8]
Entry from the OMol25 dataset: a single C3H10N2 molecule at a distorted geometry (ωB97M-V/def2-TZVPD).

Positions of all 15 atoms, in Å:
1 N -0.30657 -2.49011 0.47111
2 C -0.64537 -1.08881 0.53935
3 C 0.41963 -0.10475 0.03137
4 C -0.19611 1.26096 -0.27483
5 N 0.78834 2.34059 -0.23044
6 H -0.67816 -2.93921 -0.34301
7 H 0.65417 -2.73760 0.66809
8 H -1.48645 -0.89066 -0.13874
9 H -1.07482 -0.82730 1.51230
10 H 0.88701 -0.48749 -0.87261
11 H 1.18144 0.06734 0.79548
12 H -0.79691 1.25806 -1.18734
13 H -0.88900 1.44616 0.55573
14 H 1.65858 2.08426 -0.69998
15 H 0.48424 3.10858 -0.82648

The calculation puts the calculated total energy at -6252.9544 eV. The HOMO energy is -9.0 eV. The calculation puts the energy above the lowest of the compared OMol25 structures with the same formula, charge and spin at 45.7 kJ/mol. The multiplicity is 1. The calculation puts the LUMO energy at 1.2 eV.

***

[9]
Entry from the OMol25 dataset: 2 unconnected molecules or ions with the total composition C3H10N2 at a distorted geometry (ωB97M-V/def2-TZVPD).

Positions of all 15 atoms, in Å:
1 H 2.19064 -0.04293 -4.06372
2 N 1.38661 -0.24387 -3.46376
3 C 1.69825 -1.31280 -2.82901
4 N 0.91315 -1.82424 -1.81860
5 H 2.64923 -1.79977 -3.04451
6 H 1.49731 -2.19031 -1.07708
7 H 0.24313 -1.19207 -1.40803
8 C -0.57761 0.95155 2.15632
9 C -2.08726 1.15501 2.36299
10 H 0.05863 1.49349 2.85542
11 H -0.26895 -0.09527 2.16370
12 H -0.36277 1.40711 1.18519
13 H -2.51408 0.71222 3.25528
14 H -2.58887 0.75105 1.48068
15 H -2.23740 2.23082 2.24514

The calculation puts the calculated total energy at -6252.8913 eV. The HOMO energy is -9.6 eV. The calculation puts the energy above the lowest of the compared OMol25 structures with the same formula, charge and spin at 51.8 kJ/mol. The multiplicity is 1. The calculation puts the LUMO energy at 0.9 eV.

***

[10]
Entry from the OMol25 dataset: a single C3H10N2 molecule at a distorted geometry (ωB97M-V/def2-TZVPD).

Positions of all 15 atoms, in Å:
1 C 0.09789 1.83966 -0.45656
2 C -0.30043 0.43502 0.02783
3 N -0.12454 0.29107 1.45647
4 C 0.48680 -0.63782 -0.69540
5 N -0.09737 -1.87849 -0.26033
6 H -0.37460 2.67062 0.03068
7 H 1.19886 1.91390 -0.34519
8 H -0.17350 1.99719 -1.50319
9 H -1.35744 0.20637 -0.29488
10 H -0.61078 1.01266 2.01556
11 H -0.40191 -0.61240 1.78453
12 H 1.57255 -0.61880 -0.30582
13 H 0.53305 -0.57851 -1.76618
14 H 0.43851 -2.71321 -0.55108
15 H -0.97692 -1.98700 -0.69250

The calculation puts the calculated total energy at -6253.1472 eV. The HOMO energy is -8.9 eV. The calculation puts the energy above the lowest of the compared OMol25 structures with the same formula, charge and spin at 27.1 kJ/mol. The multiplicity is 1. The calculation puts the LUMO energy at 1.2 eV.

***

Which formula does entry 1 have? C3H10CuFNO2P

***

Among the records above, which one has the lowest energy above the lowest of the compared OMol25 structures with the same formula, charge and spin? C3H10CuFNO2P

***

Copy entry 9 word for word.
Entry from the OMol25 dataset: 2 unconnected molecules or ions with the total composition C3H10N2 at a distorted geometry (ωB97M-V/def2-TZVPD).

Positions of all 15 atoms, in Å:
1 H 2.19064 -0.04293 -4.06372
2 N 1.38661 -0.24387 -3.46376
3 C 1.69825 -1.31280 -2.82901
4 N 0.91315 -1.82424 -1.81860
5 H 2.64923 -1.79977 -3.04451
6 H 1.49731 -2.19031 -1.07708
7 H 0.24313 -1.19207 -1.40803
8 C -0.57761 0.95155 2.15632
9 C -2.08726 1.15501 2.36299
10 H 0.05863 1.49349 2.85542
11 H -0.26895 -0.09527 2.16370
12 H -0.36277 1.40711 1.18519
13 H -2.51408 0.71222 3.25528
14 H -2.58887 0.75105 1.48068
15 H -2.23740 2.23082 2.24514

The calculation puts the calculated total energy at -6252.8913 eV. The HOMO energy is -9.6 eV. The calculation puts the energy above the lowest of the compared OMol25 structures with the same formula, charge and spin at 51.8 kJ/mol. The multiplicity is 1. The calculation puts the LUMO energy at 0.9 eV.